# 1
C69H138O23 | wB97M-V/def2-TZVPD

```
230
Properties=species:S:1:pos:R:3:forces:R:3
C -2.720801 6.176067 1.836414 -1.05 -1.19 -1.18
C -2.284592 5.951253 3.245454 -0.50 -1.17 0.54
O -2.875023 5.144349 3.956330 0.57 0.76 -0.60
C -1.113690 6.703635 3.752093 0.32 1.58 0.86
H -3.173331 7.157397 1.811988 0.03 0.48 -0.31
H -3.532760 5.446247 1.589232 0.56 0.56 0.36
H -1.986614 6.056260 1.010479 0.02 0.41 0.90
H -0.222027 6.278367 3.354387 0.76 -0.55 -0.51
H -1.047900 6.632150 4.835558 -0.15 -0.12 0.06
H -1.027547 7.789858 3.496733 -0.54 -0.84 -0.12
C -4.936865 3.686402 -3.608540 -0.63 -0.72 0.54
C -4.590286 2.644751 -2.550643 1.08 0.36 0.10
O -4.843021 2.804927 -1.388937 -0.61 0.44 1.19
C -3.829097 1.412916 -2.963205 0.51 0.21 -1.18
H -4.040325 3.922261 -4.154852 0.23 0.01 -0.42
H -5.359989 4.622340 -3.189844 0.06 -0.84 -0.11
H -5.651033 3.129383 -4.241833 0.17 0.67 -0.17
H -3.078785 1.625994 -3.760874 -0.81 -0.22 0.47
H -4.587501 0.726226 -3.343841 0.22 -0.18 -0.22
H -3.282478 0.920479 -2.152041 -0.42 0.31 0.17
C -7.828811 1.246171 -0.718912 0.53 1.05 0.40
C -7.195806 0.332655 -1.718279 -0.41 1.10 -0.40
O -6.815105 0.729714 -2.797831 0.17 0.10 -0.19
C -7.198829 -1.082848 -1.372078 0.08 -1.05 -0.01
H -7.608675 2.297920 -0.962706 -0.23 -0.44 -0.07
H -7.463300 1.077604 0.299185 -0.01 -0.27 -0.16
H -8.898438 1.061754 -0.724562 -0.25 0.05 -0.01
H -8.183473 -1.336480 -0.997973 -0.29 -0.26 -0.01
H -6.531828 -1.241900 -0.534264 0.39 -0.17 0.17
H -6.938564 -1.672881 -2.252366 0.03 -0.12 0.26
C 3.894361 1.735236 5.413041 0.63 0.60 0.53
C 5.225036 2.467968 5.340679 -0.05 -0.61 0.50
O 6.083612 2.157373 4.567320 0.79 -0.26 -1.02
C 5.450500 3.544428 6.359608 -0.93 0.69 -0.54
H 3.665727 1.161505 4.524008 0.38 -0.42 0.14
H 3.132133 2.491762 5.449343 -0.61 0.36 0.43
H 3.932288 1.200074 6.387061 -0.40 -0.02 -0.76
H 6.458520 3.881587 6.507835 0.58 -0.11 -0.43
H 5.078984 3.226989 7.311046 -0.55 -0.03 0.64
H 4.843828 4.389331 5.979852 0.17 -0.12 0.53
C 3.559646 5.795565 0.673057 -1.20 -0.07 -1.17
C 2.598174 5.501509 1.807197 3.12 -1.04 0.68
O 1.442273 5.773690 1.817853 -1.41 0.39 -0.14
C 3.280579 4.770099 3.002214 0.81 0.59 -1.02
H 4.452065 6.343578 0.913991 0.38 0.08 0.59
H 3.045909 6.337630 -0.118458 -0.17 0.26 0.04
H 3.843111 4.858652 0.186815 0.20 -0.20 0.33
H 3.409862 5.550064 3.758700 -0.11 -0.24 0.22
H 4.298782 4.336416 2.774345 -1.17 0.53 0.02
H 2.629594 3.981976 3.318853 -0.35 -0.37 0.46
C -4.375872 -1.105397 -6.125449 -0.12 -1.16 -0.15
C -3.847712 -1.120315 -7.580261 -0.19 -0.43 1.40
O -4.566853 -1.498232 -8.466065 -0.14 0.12 -0.57
C -2.396625 -0.778301 -7.773949 -0.06 -0.02 -0.89
H -5.096863 -0.303847 -5.973267 0.21 0.25 0.04
H -3.575419 -1.112210 -5.376197 -0.21 0.46 -0.24
H -4.961712 -2.043701 -5.959760 0.38 0.62 -0.37
H -2.210913 0.274553 -7.591578 0.04 0.25 0.22
H -2.083698 -1.002906 -8.801588 -0.16 0.03 0.25
H -1.800813 -1.354158 -7.080255 0.20 -0.12 0.29
C -3.268083 -2.642692 0.221793 -1.34 1.46 1.39
C -2.535474 -2.802810 -1.015359 -0.11 -0.54 -1.38
O -1.447841 -3.333325 -1.044603 0.83 -0.42 0.11
C -3.146591 -2.357673 -2.300366 -1.48 0.69 -0.18
H -3.803669 -1.662804 0.260719 -0.04 -0.76 -0.24
H -2.560007 -2.568580 1.017153 0.42 -0.44 0.81
H -3.981119 -3.460620 0.422561 0.26 0.31 -0.22
H -2.874383 -3.057364 -3.059519 0.35 -0.44 -0.61
H -2.736932 -1.373145 -2.604198 -0.36 -0.36 0.17
H -4.277047 -2.333834 -2.276342 1.22 0.31 0.15
C -1.330166 1.294369 5.287056 -1.95 0.03 0.71
C -0.035278 1.038837 4.670561 0.03 -1.06 -0.25
O 0.456942 -0.056004 4.838896 0.99 -0.73 0.03
C 0.607902 2.056963 3.814771 1.55 0.30 0.02
H -1.343509 1.142673 6.378913 0.43 0.20 -0.26
H -2.048789 0.491875 4.970584 0.48 0.90 -0.12
H -1.689431 2.295526 5.054792 -0.38 -0.09 0.04
H 0.942097 2.859947 4.520372 -0.29 -0.25 -0.73
H -0.064787 2.454865 3.065386 -0.26 0.24 0.00
H 1.493016 1.615251 3.293756 -0.67 0.43 0.47
C 0.169403 -1.514179 -4.468202 -0.45 -0.22 -0.83
C -0.521186 -0.181002 -4.632879 -0.41 0.21 0.95
O -1.731284 -0.036515 -4.531844 0.68 -0.36 -0.05
C 0.348172 0.979142 -4.975254 0.78 -0.30 -0.91
H 0.383704 -1.835809 -5.514845 0.23 0.04 0.59
H -0.534993 -2.256324 -4.071575 0.28 0.21 0.13
H 1.114176 -1.440004 -3.906461 -0.44 -0.06 -0.26
H 0.042753 1.945366 -4.604001 -0.28 0.05 0.37
H 0.266924 1.023704 -6.070302 0.16 0.16 0.05
H 1.403133 0.803731 -4.748249 -0.17 -0.06 0.10
C 0.501540 -2.401199 7.249577 0.49 0.39 1.13
C 0.394695 -1.062320 7.971811 -1.35 0.68 -0.05
O -0.657564 -0.595004 8.407067 1.41 -0.98 -0.57
C 1.670379 -0.252806 8.052639 0.62 -0.87 -0.09
H 1.406654 -2.888402 7.628246 -0.11 -0.12 -0.05
H 0.679712 -2.209331 6.199248 -0.28 0.05 -0.36
H -0.350744 -3.030052 7.471617 -0.27 0.00 -0.31
H 1.654125 0.314516 8.995420 0.28 -0.13 -0.47
H 1.687307 0.403299 7.177065 -0.09 0.13 0.18
H 2.562346 -0.934761 7.932798 -0.77 0.85 0.45
C 3.328187 2.677318 -3.663266 0.61 0.58 -0.09
C 4.382559 3.375550 -2.857554 0.29 -0.97 0.30
O 4.477259 3.180949 -1.662437 -0.05 0.37 0.17
C 5.459165 4.166188 -3.558277 -0.07 -0.93 0.14
H 2.744474 3.469853 -4.136410 -0.36 -0.39 -0.17
H 2.758885 1.979470 -3.062064 -0.26 0.20 0.08
H 3.877411 2.109144 -4.413075 -0.23 0.09 -0.39
H 5.129848 4.698035 -4.422401 -0.37 0.42 -0.60
H 6.224098 3.440144 -3.901995 -0.23 0.40 0.32
H 5.844334 4.824013 -2.808115 0.62 0.45 0.19
C -3.270666 1.766029 1.929979 1.00 -0.92 1.50
C -4.706179 1.393282 1.931280 0.04 1.67 -0.91
O -5.124849 0.373545 1.474439 -0.62 -1.78 -0.36
C -5.601401 2.491453 2.425528 -0.58 -0.79 1.03
H -3.078886 2.541386 1.203466 0.08 0.06 -0.24
H -2.576477 0.909642 1.880515 -0.43 0.29 -0.69
H -3.070694 2.151963 2.930417 0.09 0.57 0.01
H -5.380784 3.441790 1.990180 0.68 0.67 -0.09
H -5.405816 2.493797 3.526533 -0.54 0.40 -0.69
H -6.650429 2.314514 2.167325 0.17 -0.34 0.43
C -3.681917 -1.861901 6.252643 1.33 -0.50 1.38
C -4.605638 -1.138056 5.412288 -0.70 0.36 -0.06
O -4.741896 0.061730 5.429385 0.11 0.60 -0.04
C -5.379116 -2.008591 4.530281 -0.24 -0.77 -1.75
H -2.793459 -2.140030 5.701989 0.50 0.30 -0.33
H -4.074951 -2.833607 6.502325 -0.40 -0.30 0.42
H -3.423065 -1.287018 7.135593 0.23 -0.06 0.11
H -4.646848 -2.496082 3.842468 -0.50 0.24 0.30
H -6.069116 -1.406300 3.964786 -0.29 0.08 -0.40
H -5.911457 -2.819551 5.026369 0.09 0.10 0.25
C 0.084322 -4.683151 3.417475 1.08 -0.30 -1.02
C -1.276937 -4.565585 3.944747 -1.50 -0.64 0.19
O -2.058853 -3.685471 3.662282 0.12 0.53 -0.54
C -1.714004 -5.560021 4.990915 -0.02 -0.37 -0.11
H 0.350711 -5.662215 2.962123 -0.47 0.34 0.74
H 0.694891 -4.528371 4.303246 0.58 -0.02 -0.03
H 0.308640 -3.946473 2.649694 -0.09 0.34 0.20
H -2.391731 -6.349186 4.628327 0.35 0.35 -0.25
H -2.271528 -4.981518 5.702095 -0.29 0.16 0.58
H -0.869561 -6.036193 5.461478 0.25 -0.27 0.23
C 3.837641 0.466468 -0.045086 -0.03 -0.51 0.64
C 4.345070 1.243107 1.154610 -2.13 0.26 1.01
O 3.646208 1.540256 2.138818 0.68 -0.86 -1.72
C 5.721276 1.705543 1.098671 1.46 0.43 -0.41
H 2.958834 -0.112931 0.191174 -0.47 0.09 0.20
H 4.553395 -0.248497 -0.428691 0.59 -0.19 0.22
H 3.666627 1.111971 -0.887930 -0.27 0.65 -0.15
H 6.376420 0.931668 1.521397 -0.10 0.45 0.19
H 5.812040 2.669026 1.595265 0.22 -0.24 0.39
H 6.056237 1.839651 0.078575 -0.02 -0.01 -0.39
C 3.343693 -1.739483 4.142400 -0.83 -0.46 1.18
C 4.354326 -1.743163 3.092324 0.91 -0.98 -2.81
O 4.184846 -2.305849 2.008056 -0.46 0.26 0.87
C 5.643181 -1.018478 3.274587 0.51 0.44 0.95
H 2.749413 -0.833636 3.994367 -0.01 0.12 0.42
H 3.814195 -1.776983 5.138976 -0.27 0.42 -0.27
H 2.631933 -2.578260 4.084901 0.38 0.21 -0.30
H 6.259571 -1.560810 4.027660 -0.32 0.46 -0.38
H 5.459173 0.003132 3.629027 0.14 -0.18 0.28
H 6.203450 -0.919903 2.344907 -0.18 -0.48 0.06
C -2.011813 -6.969285 0.918397 0.09 -0.50 -1.08
C -0.875372 -7.881328 1.324656 0.38 -0.58 -1.04
O -0.401799 -7.851400 2.435028 -0.12 -0.06 0.03
C -0.256563 -8.767768 0.207753 0.22 0.76 1.19
H -2.567811 -6.722883 1.811199 -0.25 0.36 0.02
H -2.658099 -7.427855 0.122392 0.50 0.32 0.85
H -1.548609 -6.083154 0.439137 -0.30 -0.17 0.41
H 0.599896 -9.288915 0.595484 0.15 -0.48 0.53
H 0.201587 -8.106721 -0.510757 -0.33 0.37 -0.70
H -0.938329 -9.470319 -0.244325 -0.35 0.05 -0.24
C -2.147118 3.230768 -5.955891 -0.22 -0.33 -0.80
C -0.922729 3.453887 -6.815600 0.76 -0.56 0.44
O -0.429811 2.605967 -7.534397 -0.70 0.23 -0.02
C -0.198833 4.735661 -6.540791 0.53 0.24 -0.05
H -1.813865 2.769079 -5.028945 0.04 0.06 0.11
H -2.867337 2.552906 -6.427023 0.21 0.07 0.04
H -2.631557 4.169285 -5.725989 -0.07 0.24 0.08
H 0.795827 4.752011 -6.994023 -0.21 -0.19 -0.09
H -0.074932 4.855546 -5.458185 -0.26 0.13 -0.09
H -0.768898 5.562486 -6.954580 -0.15 0.27 0.18
C 2.839055 -3.036730 -1.564726 1.43 -1.18 -0.54
C 3.283907 -4.410784 -0.985385 -1.17 1.76 0.41
O 4.127448 -5.047380 -1.548555 0.45 -0.74 -0.11
C 2.551162 -4.836119 0.281940 -0.08 0.19 -0.03
H 1.781344 -3.023471 -1.758574 -0.52 0.14 0.07
H 3.398966 -2.919189 -2.507455 -0.41 -0.02 0.28
H 3.151889 -2.220461 -0.927864 -0.20 0.13 0.43
H 2.714458 -4.115402 1.125251 -0.06 -0.55 -0.81
H 2.819967 -5.845911 0.553503 0.43 -0.20 0.26
H 1.479261 -4.889605 0.048809 0.05 0.38 0.06
C 3.939776 -1.358396 -5.595258 0.06 -0.34 0.40
C 4.154350 -0.612562 -4.271334 0.45 -0.11 -2.03
O 3.242475 -0.574653 -3.508700 -1.63 0.17 1.57
C 5.465732 -0.013185 -3.869672 0.70 -1.29 -0.42
H 4.410436 -2.330410 -5.493907 0.53 -0.27 0.13
H 4.366722 -0.932720 -6.512367 -0.29 0.22 0.36
H 2.885898 -1.666479 -5.667515 0.28 0.69 -0.26
H 6.184879 -0.865174 -3.912218 -0.06 0.82 -0.06
H 5.369322 0.304800 -2.856909 -0.01 0.26 0.79
H 5.808636 0.824832 -4.465799 0.09 -0.12 -0.43
C 3.876231 -5.576517 -7.129298 -0.91 -0.94 0.88
C 2.706510 -5.028485 -6.281296 -0.10 0.52 -0.72
O 2.169332 -3.968560 -6.523427 0.50 0.27 -0.62
C 2.178211 -5.778474 -5.117052 -0.23 -1.46 -0.01
H 4.099096 -4.957381 -7.972696 0.03 0.50 -0.32
H 3.662894 -6.605370 -7.478960 -0.19 0.50 0.10
H 4.748033 -5.716157 -6.499275 0.26 0.23 0.20
H 1.213316 -5.384535 -4.814132 0.03 0.23 -0.06
H 2.868620 -5.686967 -4.292270 0.33 -0.15 0.40
H 2.037354 -6.848493 -5.361615 0.28 0.36 0.23
C 1.016619 3.550275 -0.731452 0.56 -1.12 -0.73
C -0.169682 3.567737 -1.645946 0.11 0.81 1.65
O -0.060888 3.806768 -2.816657 -0.19 -0.12 -1.45
C -1.521576 3.429341 -0.963573 0.27 -1.79 -0.86
H 0.856784 4.290449 0.020416 0.01 0.49 0.65
H 1.975524 3.679435 -1.247439 -0.37 0.25 -0.02
H 1.059693 2.566863 -0.261004 -0.14 -0.01 0.37
H -2.186105 4.172894 -1.387165 -0.29 0.02 0.14
H -1.478358 3.406484 0.127481 0.10 0.28 -0.25
H -1.863506 2.393104 -1.274816 0.03 1.18 0.38
C 0.111762 -0.559264 -1.231154 0.13 -0.13 1.15
C -0.108271 -0.337589 0.243965 -0.86 2.91 1.43
O -0.305558 0.803186 0.706558 0.29 -1.60 -1.09
C -0.024188 -1.466077 1.217493 0.41 -0.39 -0.43
H 1.187696 -0.399872 -1.313872 0.27 -0.60 -0.46
H -0.329070 0.213387 -1.840085 -0.48 0.25 -0.05
H -0.245302 -1.563850 -1.459286 0.53 0.17 -0.52
H 0.998030 -1.500348 1.584307 0.41 0.01 0.05
H -0.202024 -2.388415 0.685060 -0.19 -0.50 0.20
H -0.644953 -1.343247 2.102747 -0.22 0.13 -0.20
```
Positions in Å, forces in eV/Å.

Results
Maximum force   3.35 eV Å⁻¹
E_LUMO   0.26 eV
Calculated total energy   -4442.34628 a.u.
ΔE to the lowest compared entry with this formula, charge and spin   0.0 kcal per mole
Kohn-Sham gap   9.25 eV

=====

# 2
C4H7BrF2O | wB97M-V/def2-TZVPD

```
15
Properties=species:S:1:pos:R:3:forces:R:3
C 1.911097 0.187645 -1.206360 -1.13 -2.24 -1.37
C 1.039523 0.107840 -0.000460 1.34 1.52 -0.36
C 1.649372 0.830288 1.174472 -3.52 -1.47 2.55
O -0.043918 -0.402714 -0.088959 -0.41 -0.35 0.81
H 1.110763 0.118429 -1.987253 1.40 0.09 -0.11
H 2.616927 -0.670734 -1.259447 -0.74 0.12 -0.04
H 2.558519 1.010674 -1.285398 0.39 1.47 -0.02
H 2.321470 0.090346 1.622200 0.19 0.35 0.15
H 2.143943 1.737609 0.931990 0.42 0.62 -0.31
H 0.756054 1.004324 1.937123 2.06 -0.16 -1.32
F -3.776765 -1.315226 1.224264 0.96 -0.03 -1.90
C -3.153407 -0.922537 0.015677 0.32 -1.47 0.92
F -3.850781 -1.417953 -1.029578 -0.21 0.17 0.55
Br -3.180032 0.950403 0.043919 0.02 0.95 -0.24
H -2.102769 -1.308392 -0.092184 -1.10 0.43 0.68
```
Positions in Å, forces in eV/Å.

Results
Maximum force   4.59 eV Å⁻¹
SMILES   CC(C)=O.FC(F)Br
E_LUMO   0.65 eV
Calculated total energy   -3005.56812 a.u.
ΔE to the lowest compared entry with this formula, charge and spin   0.0 kcal per mole
Kohn-Sham gap   10.77 eV